C21H29FeN4O4S as an isolated structure in a non-equilibrium geometry. Source: the OMol25 dataset; level of theory: ωB97M-V/def2-TZVPD.

The frontier orbital gap (spin up / spin down) comes out at 0.311 / 0.195 hartree. Its molar mass is 489.4 g/mol. For the largest force on an atom, the calculation gives 0.0427 hartree/bohr. The charge is +2. The calculation puts the HOMO energy (spin up / spin down) at -13.61 / -13.60 eV. Its spin multiplicity is 6. As for the total energy: -2999.0457 hartree.

```
60
C21H29FeN4O4S | the OMol25 dataset | ωB97M-V/def2-TZVPD
Fe 0.06690 -0.18504 -0.07491
C 1.49899 2.15198 0.32566
C 0.26266 2.35039 0.94903
C -0.09475 1.56722 2.05045
C 0.78512 0.58946 2.52303
C 2.02156 0.40200 1.90784
C 2.37695 1.18053 0.80969
H 1.81173 2.80303 -0.47995
H -0.37580 3.16602 0.63634
H -1.01218 1.77437 2.58570
H 0.54292 0.03622 3.42101
H 2.72650 -0.30958 2.31475
H 3.35990 1.07855 0.37081
N -1.22217 -2.06817 0.72200
C -0.51942 -3.36368 0.81880
C 0.18975 -3.70882 -0.47522
C 1.41143 -2.81665 -0.73166
O 2.27084 -3.19911 -1.50028
O 1.38296 -1.67107 -0.12666
H -1.62717 -1.83453 1.62476
H -1.99089 -2.15061 0.06105
H -1.22955 -4.16203 1.04886
H 0.20646 -3.30349 1.62878
H -0.47137 -3.55368 -1.33461
H 0.52016 -4.74479 -0.47544
O 1.94666 0.98540 -3.25124
C 1.25605 0.01019 -2.97700
O 0.27514 -0.01177 -2.15118
C 1.57601 -1.30044 -3.74554
N 2.67367 -0.95180 -4.70598
C 2.09391 -0.98760 -6.08257
C 1.03205 -2.07228 -5.98100
C 0.40599 -1.80917 -4.60491
H 1.93519 -2.04276 -3.03708
H 3.47453 -1.57212 -4.60844
H 2.93177 0.01773 -4.42008
H 2.85794 -1.18113 -6.83056
H 1.63707 -0.01742 -6.27521
H 1.49321 -3.06056 -6.01107
H 0.30499 -2.01013 -6.78692
H -0.04113 -2.70830 -4.18847
H -0.36526 -1.04050 -4.67640
N -1.78139 1.83328 -2.67637
C -2.81458 1.32023 -2.00574
S -2.50443 0.41467 -0.58916
N -4.04125 1.60810 -2.43814
C -5.32828 1.11950 -2.07241
C -5.54758 -0.10123 -1.43989
C -6.83788 -0.50439 -1.14042
C -7.92143 0.28867 -1.48675
C -7.70451 1.49253 -2.14195
C -6.41915 1.90537 -2.43815
H -0.84621 1.54699 -2.42299
H -1.89890 2.34540 -3.53673
H -4.08857 2.32398 -3.15159
H -4.71661 -0.74460 -1.20673
H -7.00484 -1.45177 -0.64674
H -8.92815 -0.03368 -1.26166
H -8.54529 2.11415 -2.41616
H -6.26048 2.85246 -2.94142
```



A 2-piece molecular cluster, C5H11NO2 overall in a non-equilibrium geometry. Source: the OMol25 dataset; level of theory: ωB97M-V/def2-TZVPD.

As for the structure (SMILES): [H]/N=C(/C)C(C)=O.CO. The frontier orbital gap comes out at 0.357 hartree. Its molar mass is 117.1 g/mol. For the largest force on an atom, the calculation gives 0.0851 hartree/bohr. The charge is 0. The calculation puts the HOMO energy at -8.91 eV. As for the total energy: -402.2332 hartree.

```
19
C5H11NO2 | the OMol25 dataset | ωB97M-V/def2-TZVPD
H -0.27203 2.18490 1.16969
N -0.59397 2.20177 0.19647
C -0.61680 1.04661 -0.31289
C -1.00766 0.85604 -1.75057
C -0.56087 -0.39424 0.90834
C -1.53097 -1.44349 0.48061
O -0.26213 -0.05832 2.01321
H -1.96408 0.33413 -1.81818
H -0.28269 0.21952 -2.26173
H -1.03755 1.81676 -2.26311
H -1.28436 -1.80878 -0.51214
H -1.52604 -2.24828 1.21676
H -2.53438 -1.01793 0.46444
C 2.60868 -0.39538 0.51861
O 1.32838 -0.73165 -0.00498
H 2.89693 0.57679 0.10467
H 2.53096 -0.22763 1.59870
H 3.32341 -1.17073 0.24208
H 0.78518 0.25991 0.01003
```



C23H23Cl2IrN6O3P as an isolated structure. Source: the OMol25 dataset; level of theory: ωB97M-V/def2-TZVPD.

The frontier orbital gap (spin up / spin down) comes out at 0.246 / 0.246 hartree. Its molar mass is 725.6 g/mol. For the largest force on an atom, the calculation gives 0.0073 hartree/bohr. The charge is +1. The calculation puts the HOMO energy (spin up / spin down) at -10.29 / -10.29 eV. As for the total energy: -2810.4323 hartree.

```
59
C23H23Cl2IrN6O3P | the OMol25 dataset | ωB97M-V/def2-TZVPD
Ir 0.57597 0.54106 0.96390
N 0.19680 4.63437 -0.26555
C 0.39859 3.54629 0.49084
N 0.60716 2.35627 0.02601
C 0.79176 2.21004 -1.40556
N 0.70930 0.87697 -1.97219
N 0.55599 -0.07125 -0.93408
C 0.46694 -1.31732 -1.20080
C 0.31488 -2.15456 -0.01412
C 0.08120 -3.51456 -0.10023
C -0.11799 -4.24597 1.06056
C -0.06473 -3.57572 2.27169
C 0.18468 -2.21193 2.28943
N 0.36876 -1.49221 1.17876
C 0.23196 3.30343 -2.24331
C -0.01845 3.15094 -3.60521
C -0.47109 4.22230 -4.35163
C -0.68053 5.45613 -3.74167
C -0.45595 5.61546 -2.38844
C -0.00430 4.53222 -1.64494
H 0.02374 5.51308 0.19341
H 0.38764 3.68205 1.56278
H 0.50116 -1.71251 -2.20768
H 0.05141 -3.98450 -1.07378
H -0.30877 -5.30887 1.01952
H -0.20894 -4.09435 3.20846
H 0.25736 -1.67076 3.22225
H 0.14382 2.18740 -4.06861
H -0.66038 4.10045 -5.40879
H -1.03096 6.29603 -4.32578
H -0.63378 6.56826 -1.90533
C -1.85191 0.63385 3.78750
O -0.76605 1.56635 3.83090
P 0.60471 1.20790 3.08207
O 1.21778 0.18881 4.17546
C 2.53847 -0.32376 3.93792
O 1.40236 2.57500 3.32024
C 1.51986 3.14896 4.63644
H -2.75624 1.18570 4.02697
H -1.69719 -0.15143 4.52800
H -1.94371 0.20105 2.78831
H 2.76919 -0.98973 4.76439
H 3.26531 0.48838 3.90644
H 2.57581 -0.86884 2.99290
H 0.65002 3.76916 4.84526
H 2.42091 3.75596 4.63598
H 1.59520 2.37107 5.39435
Cl 3.14194 4.18988 -1.51081
C 3.31483 3.18510 -2.91511
C 4.04280 3.65837 -3.98907
C 4.21788 2.84924 -5.09959
C 3.68904 1.57151 -5.11200
C 2.95980 1.10736 -4.02778
Cl 2.41882 -0.54026 -4.08477
C 2.72476 1.91988 -2.92124
N 2.02131 1.52528 -1.75349
H 4.47011 4.64980 -3.94313
H 4.78411 3.20774 -5.94751
H 3.84521 0.91250 -5.95427
```



An isolated ion of composition C4H11N2O and charge -1. Source: the OMol25 dataset; level of theory: ωB97M-V/def2-TZVPD.

As for the structure (SMILES): NCC[C@H](N)C[O-]. The frontier orbital gap comes out at 0.248 hartree. Its molar mass is 103.1 g/mol. For the largest force on an atom, the calculation gives 0.0151 hartree/bohr. The charge is -1. The calculation puts the HOMO energy at -2.64 eV. As for the total energy: -343.7483 hartree.

```
18
C4H11N2O | the OMol25 dataset | ωB97M-V/def2-TZVPD
N -2.01410 -1.22988 -0.58122
C -1.22832 -1.30911 0.65024
C 0.17827 -0.74735 0.53615
C 0.23691 0.66432 -0.04907
N 0.28942 0.61819 -1.52728
C 1.50455 1.41953 0.44911
O 1.74935 2.53442 -0.23550
H -1.38707 -0.96420 -1.34001
H -2.65978 -0.45176 -0.54993
H -1.21618 -2.35810 0.98641
H -1.75075 -0.77414 1.45210
H 0.87426 -1.38422 -0.00969
H 0.63320 -0.71340 1.54113
H -0.66286 1.20693 0.26523
H 0.82803 1.46747 -1.74463
H 0.93389 -0.14216 -1.74499
H 1.36106 1.52640 1.55629
H 2.33012 0.63707 0.34566
```



C22H41FGaN4O5 as an isolated structure in a non-equilibrium geometry. Source: the OMol25 dataset; level of theory: ωB97M-V/def2-TZVPD.

The frontier orbital gap comes out at 0.266 hartree. Its molar mass is 530.3 g/mol. For the largest force on an atom, the calculation gives 0.1928 hartree/bohr. The charge is -1. The calculation puts the HOMO energy at -4.98 eV. As for the total energy: -3482.3447 hartree.

```
74
C22H41FGaN4O5 | the OMol25 dataset | ωB97M-V/def2-TZVPD
C 0.51221 -0.33879 2.52266
C 2.11030 -0.05502 2.83230
C 3.00532 -1.21656 2.10127
C 2.58812 1.48486 2.53913
C 3.43927 1.70132 1.15517
C 1.29846 2.54922 2.49588
O 0.63320 2.59182 1.18478
Ga -0.84384 3.78327 1.15340
C -2.19050 3.49945 2.74052
C -2.52650 1.87412 2.94845
C -4.13734 1.69122 3.19771
C -4.68309 0.14651 3.10290
N -4.08280 -0.60118 1.91571
C -3.56327 -1.96966 2.34290
C -2.94710 -2.54196 0.90472
C -3.19774 -1.37043 -0.24346
C -3.97747 -0.12450 0.48331
C -1.82816 3.55147 -0.67156
O -2.96668 4.25687 -0.87303
N -1.24857 2.57094 -1.69425
C -0.81216 3.26900 -2.96340
O 0.52351 3.27959 -3.22361
F -1.75945 3.93315 -3.92294
H -0.08835 0.17950 3.38578
H 0.15958 0.04241 1.47407
H 0.26942 -1.50261 2.60981
H 2.23905 -0.22704 4.00602
H 3.18070 -1.06807 0.95413
H 3.98341 -1.38053 2.73184
H 2.38329 -2.23061 2.20657
H 3.25750 1.85796 3.44678
H 2.81496 1.53731 0.16661
H 4.39179 0.98795 1.05900
H 3.89860 2.80035 1.21379
H 0.54212 2.35093 3.37767
H 1.77829 3.61794 2.68810
H -0.22670 5.28038 1.27425
H -3.17592 4.11261 2.49219
H -1.67040 3.83218 3.73927
H -1.86864 1.41088 3.81858
H -2.12835 1.36177 1.95178
H -4.82277 2.37312 2.52757
H -4.33954 2.04346 4.32035
H -4.41618 -0.41430 4.12192
H -5.87044 0.08798 3.02433
H -3.57781 -2.48624 3.39823
H -2.41350 -3.58701 0.73767
H -2.90740 -1.33720 -1.37811
H -4.34646 0.91692 0.09604
H -1.90144 1.77222 -1.87155
C 5.93603 -2.00302 -2.50822
C 5.90739 -1.48153 -1.09863
O 4.97272 -1.71118 -0.33485
N 6.96387 -0.73049 -0.67302
C 8.14537 -0.35438 -1.41335
H 5.02903 -2.58253 -2.70249
H 5.97134 -1.16941 -3.21452
H 6.80054 -2.65747 -2.64715
H 6.87464 -0.41484 0.28520
H 9.01737 -0.73955 -0.87874
H 8.19458 0.73708 -1.44186
H 8.14184 -0.74438 -2.43107
C -1.97704 -2.84782 -5.26636
C -2.67505 -3.35159 -4.03400
O -2.10830 -3.42926 -2.94659
N -3.98084 -3.73004 -4.14823
C -4.81343 -3.71327 -5.32805
H -0.94432 -2.58484 -5.02029
H -1.96188 -3.62749 -6.03244
H -2.48108 -1.95359 -5.64224
H -4.38362 -4.05769 -3.27864
H -5.67517 -3.07213 -5.12581
H -5.15994 -4.73317 -5.51313
H -4.28459 -3.34440 -6.20677
```



C5H8S in the gas phase in a non-equilibrium geometry. Source: the OMol25 dataset; level of theory: ωB97M-V/def2-TZVPD.

As for the structure (SMILES): C=CCCC=S. The frontier orbital gap comes out at 0.303 hartree. Its molar mass is 100.2 g/mol. For the largest force on an atom, the calculation gives 0.0769 hartree/bohr. The charge is 0. The calculation puts the HOMO energy at -8.62 eV. As for the total energy: -593.4162 hartree.

```
14
C5H8S | the OMol25 dataset | ωB97M-V/def2-TZVPD
C 2.03863 -1.12659 -0.08456
C 1.16248 -0.32968 0.49815
C 0.27671 0.67976 -0.35750
C -1.10983 0.98859 0.17619
C -1.92831 -0.20964 -0.02520
S -3.55534 -0.65243 0.02404
H 2.75310 -1.66181 0.41346
H 2.13756 -1.30243 -1.22061
H 1.02071 -0.26699 1.61703
H 0.86900 1.61190 -0.35779
H 0.19791 0.28358 -1.42096
H -1.00888 1.29493 1.27906
H -1.52454 1.79424 -0.32834
H -1.32921 -1.10342 -0.21298
```



C29H45AsN5O3RbS3 as an isolated structure. Source: the OMol25 dataset; level of theory: ωB97M-V/def2-TZVPD.

The frontier orbital gap comes out at 0.240 hartree. Its molar mass is 768.3 g/mol. For the largest force on an atom, the calculation gives 0.0126 hartree/bohr. The charge is 0. The calculation puts the HOMO energy at -6.37 eV. As for the total energy: -5085.9770 hartree.

```
87
C29H45AsN5O3RbS3 | the OMol25 dataset | ωB97M-V/def2-TZVPD
Rb -0.34918 -0.38340 -0.24703
C 0.13102 3.66846 0.29718
C 0.75100 3.18962 -1.02576
N -0.07695 2.28234 -1.79480
C -1.13586 2.79606 -2.62995
C -2.29767 3.45833 -1.89045
S -3.13371 2.44305 -0.62894
C -2.86558 3.41472 0.88144
C -1.72049 2.92953 1.77625
N -0.51912 2.61450 1.04218
H 0.93340 4.16320 0.86534
H -0.60392 4.44815 0.09896
H 1.03850 4.09109 -1.59448
H 1.66965 2.64716 -0.80027
H 0.50375 1.63611 -2.30968
H -0.77774 3.54471 -3.35996
H -1.52891 1.95048 -3.19818
H -1.98052 4.38541 -1.41615
H -3.04854 3.72674 -2.63453
H -2.73193 4.45576 0.58715
H -3.79371 3.37363 1.45177
H -1.57747 3.69490 2.55898
H -2.03523 2.01282 2.28067
H 0.11264 2.04146 1.58213
S 0.66341 -3.34935 -1.36416
C 0.09546 -3.92504 0.16434
C 0.05147 -5.31462 0.42391
C -0.40032 -5.77353 1.63926
C -0.81710 -4.85856 2.60557
C -0.74817 -3.52090 2.27938
N -0.30542 -3.04877 1.11074
H 0.37820 -5.99604 -0.34798
H -0.43439 -6.83795 1.84023
H -1.18505 -5.17538 3.57180
H -1.06645 -2.76651 2.99604
O -6.29572 -2.34256 -6.49969
C -6.15293 -0.99320 -6.06595
N -6.69410 -0.85088 -4.75835
C -6.04185 -0.86214 -3.55015
O -6.64361 -0.59734 -2.52888
C -4.58967 -1.21610 -3.52336
C -4.03529 -2.28134 -4.22542
C -2.68923 -2.54817 -4.05990
C -1.94503 -1.74940 -3.20472
N -2.46640 -0.73648 -2.50600
C -3.76460 -0.49337 -2.66829
H -6.05240 -2.40229 -7.42941
H -6.69562 -0.32747 -6.74149
H -5.10149 -0.69998 -6.05230
H -7.68741 -0.70215 -4.67013
H -4.65236 -2.89939 -4.86500
H -2.21097 -3.37722 -4.56296
H -0.89816 -1.96618 -3.03844
H -4.18933 0.31770 -2.08703
C 0.73244 0.12451 4.84178
As 1.15845 -0.11685 2.94091
C 2.28946 -1.69499 3.10256
C 2.53425 1.31308 2.75635
C 3.77449 1.13992 3.56861
C 3.88305 1.69022 4.84453
C 5.02747 1.50460 5.60702
C 6.08750 0.76351 5.10642
C 5.99266 0.20874 3.83758
C 4.84750 0.39430 3.07879
H 1.62782 0.12323 5.46390
H 0.08285 -0.69332 5.15345
H 0.19507 1.06269 4.98265
H 3.08507 -1.54748 3.83177
H 2.70975 -1.94395 2.12834
H 1.65235 -2.52330 3.41016
H 2.02254 2.24261 3.01810
H 2.76100 1.34755 1.68872
H 3.06310 2.27883 5.24015
H 5.09128 1.94236 6.59508
H 6.98156 0.62038 5.69881
H 6.81365 -0.37342 3.43829
H 4.77226 -0.05296 2.09348
C 4.76412 0.76479 -0.98208
S 3.47757 -0.43192 -0.57618
C 3.71620 -1.51950 -1.98018
O 2.19107 0.28845 -0.80455
H 5.73702 0.27439 -0.95317
H 4.72601 1.54676 -0.22425
H 4.57087 1.18598 -1.96710
H 4.69798 -1.98794 -1.91269
H 3.61522 -0.94775 -2.90187
H 2.92948 -2.27371 -1.89889
```



C3H7N3 in the gas phase in a non-equilibrium geometry. Source: the OMol25 dataset; level of theory: ωB97M-V/def2-TZVPD.

As for the structure (SMILES): N#C[C@H](N)CN. The frontier orbital gap comes out at 0.374 hartree. Its molar mass is 85.1 g/mol. For the largest force on an atom, the calculation gives 0.0404 hartree/bohr. The charge is 0. The calculation puts the HOMO energy at -9.49 eV. As for the total energy: -282.7404 hartree.

```
13
C3H7N3 | the OMol25 dataset | ωB97M-V/def2-TZVPD
N 2.93688 1.32645 -0.83936
C 1.96645 0.75942 -0.52590
C 0.76494 0.08380 0.27430
N 0.71501 -1.33816 0.25299
C -0.66980 0.64637 -0.11990
N -1.72831 -0.36767 -0.21978
H 1.07306 0.48906 1.24184
H -0.22170 -1.71717 0.14239
H 1.32475 -1.84324 0.87253
H -0.95445 1.41257 0.60987
H -0.55759 1.13561 -1.08476
H -2.43445 -0.27638 0.50382
H -2.21478 -0.31065 -1.10804
```